1.
{
  "formula": "C26H28N3O",
  "method": "wB97M-V/def2-TZVPD",
  "smiles": "c1ccc(Oc2ccc([C@@H](c3ccccc3)N3CCCN4CCC[NH+]=C43)cc2)cc1",
  "energy_ha": -1246.846193,
  "charge": 1,
  "e_above_lowest_kcal_mol": 0.0,
  "e_homo_ev": -10.84,
  "elements": ["C", "C", "C", "C", "O", "C", "C", "C", "C", "C", "C", "C", "C", "C", "C", "C", "N", "C", "C", "C", "N", "C", "C", "C", "N", "C", "C", "C", "C", "C", "H", "H", "H", "H", "H", "H", "H", "H", "H", "H", "H", "H", "H", "H", "H", "H", "H", "H", "H", "H", "H", "H", "H", "H", "H", "H", "H", "H"],
  "positions_angstrom": [[5.01, -1.00, 3.29], [4.07, -1.62, 2.46], [3.29, -0.86, 1.58], [3.41, 0.52, 1.64], [2.39, 1.34, 1.13], [1.14, 1.27, 1.75], [0.82, 2.20, 2.75], [-0.29, 1.98, 3.54], [-1.19, 0.94, 3.24], [-2.45, 0.77, 4.12], [-3.57, 0.04, 3.43], [-4.77, 0.73, 3.21], [-5.90, 0.02, 2.81], [-5.74, -1.30, 2.36], [-4.49, -1.93, 2.41], [-3.42, -1.29, 3.05], [-2.21, 0.23, 5.42], [-0.93, -0.43, 5.73], [-0.63, -0.15, 7.16], [-1.68, -0.75, 8.04], [-3.00, -0.47, 7.52], [-4.03, -0.72, 8.50], [-5.41, -0.71, 7.91], [-5.60, 0.51, 7.06], [-4.48, 0.64, 6.13], [-3.24, 0.14, 6.36], [-0.94, 0.14, 2.12], [0.24, 0.27, 1.39], [4.46, 1.15, 2.33], [5.20, 0.38, 3.22], [5.59, -1.59, 4.00], [3.93, -2.70, 2.49], [2.56, -1.32, 0.92], [1.47, 3.07, 2.88], [-0.48, 2.65, 4.39], [-2.82, 1.79, 4.28], [-4.83, 1.80, 3.42], [-6.87, 0.51, 2.81], [-6.60, -1.86, 2.01], [-4.32, -2.91, 1.94], [-2.45, -1.79, 3.18], [-0.13, -0.04, 5.10], [-1.01, -1.50, 5.51], [0.33, -0.60, 7.42], [-0.57, 0.93, 7.30], [-1.59, -1.84, 8.11], [-1.61, -0.33, 9.05], [-3.85, -1.69, 8.96], [-3.99, 0.06, 9.28], [-5.60, -1.61, 7.31], [-6.16, -0.68, 8.71], [-6.52, 0.45, 6.46], [-5.65, 1.42, 7.68], [-4.61, 1.26, 5.34], [-1.64, -0.62, 1.78], [0.41, -0.37, 0.52], [4.60, 2.22, 2.23], [5.94, 0.87, 3.86]]
}

***

2.
{
  "formula": "C5H11IO2",
  "method": "wB97M-V/def2-TZVPD",
  "smiles": "CC=C(OC)OC.I",
  "energy_ha": -645.227422,
  "e_above_lowest_kcal_mol": 10.1,
  "e_homo_ev": -8.44,
  "elements": ["C", "C", "C", "O", "C", "O", "C", "H", "H", "H", "H", "H", "H", "H", "H", "H", "H", "I", "H"],
  "positions_angstrom": [[-0.87, -0.29, 2.13], [-0.10, -0.85, 0.98], [-0.09, -0.30, -0.24], [0.60, -0.75, -1.33], [1.52, -1.80, -1.14], [-0.85, 0.79, -0.53], [-0.21, 1.85, -1.23], [-1.46, 0.56, 1.81], [-0.19, 0.03, 2.92], [-1.53, -1.04, 2.55], [0.45, -1.76, 1.17], [1.01, -2.73, -0.86], [2.26, -1.54, -0.38], [2.02, -1.93, -2.10], [0.05, 2.65, -0.53], [-0.90, 2.23, -1.99], [0.70, 1.50, -1.73], [-4.00, 3.30, -0.26], [-3.00, 2.09, -0.37]]
}

***

3.
{
  "formula": "C19H18FN3O2",
  "method": "wB97M-V/def2-TZVPD",
  "energy_ha": -1149.313187,
  "e_above_lowest_kcal_mol": 121.0,
  "e_homo_ev": -8.12,
  "elements": ["O", "F", "C", "C", "N", "O", "C", "C", "C", "C", "C", "C", "C", "C", "C", "C", "N", "N", "C", "C", "C", "C", "C", "C", "C", "H", "H", "H", "H", "H", "H", "H", "H", "H", "H", "H", "H", "H", "H", "H", "H", "H", "H"],
  "positions_angstrom": [[-0.39, 3.00, 5.56], [-0.45, -2.35, -2.79], [-0.51, 0.41, -2.56], [-0.65, 0.99, -3.57], [0.21, 1.47, 2.42], [-1.50, 2.67, -4.97], [-0.27, 2.84, 4.37], [0.09, 1.64, 3.72], [0.43, 0.10, 2.29], [0.66, -0.50, 3.47], [0.02, 0.16, -0.17], [-0.05, -2.63, -0.35], [-0.28, -1.80, -1.52], [-0.25, -0.43, -1.44], [0.22, -0.59, 1.00], [0.18, -2.04, 0.91], [-0.63, 3.91, 3.64], [0.35, 0.45, 4.41], [0.76, 1.97, -5.30], [-1.22, 0.55, -6.10], [1.93, -2.55, 2.95], [-0.35, -2.77, 3.24], [-0.66, 1.49, -5.02], [0.87, -1.97, 3.77], [0.64, -2.99, 2.03], [-1.49, 3.03, -5.87], [0.04, 1.23, -0.07], [-0.08, -3.73, -0.47], [-0.95, 3.74, 2.71], [-1.12, 4.48, 4.32], [0.37, 0.32, 5.42], [1.15, 2.63, -4.50], [1.53, 1.22, -5.33], [0.62, 2.51, -6.23], [-0.59, -0.31, -6.35], [-2.28, 0.20, -5.80], [-1.41, 1.00, -7.04], [2.46, -3.36, 3.52], [2.53, -1.99, 2.32], [-1.22, -2.22, 3.03], [-0.70, -3.69, 3.75], [1.07, -2.15, 4.81], [0.94, -3.94, 1.79]]
}

***

4.
{
  "formula": "H7O3",
  "method": "wB97M-V/def2-TZVPD",
  "energy_ha": -229.619183,
  "charge": 1,
  "e_above_lowest_kcal_mol": 26.8,
  "e_homo_ev": -15.67,
  "elements": ["O", "H", "H", "O", "H", "H", "O", "H", "H", "H"],
  "positions_angstrom": [[-1.25, 1.72, 1.00], [-1.02, 1.90, 1.94], [-0.84, 2.45, 0.49], [2.01, -1.31, -0.50], [2.85, -1.63, -0.97], [2.47, -1.62, 0.31], [-1.05, -0.32, -0.63], [-1.69, -1.06, -0.66], [-0.23, -0.58, -1.11], [-1.25, 0.45, 0.13]]
}

***

5.
{
  "formula": "C24H66F3O22",
  "method": "wB97M-V/def2-TZVPD",
  "energy_ha": -2908.482086,
  "charge": -1,
  "e_above_lowest_kcal_mol": 213.9,
  "e_homo_ev": -3.67,
  "elements": ["C", "O", "O", "C", "F", "F", "F", "C", "C", "H", "H", "H", "H", "H", "H", "C", "C", "O", "O", "H", "H", "H", "H", "H", "H", "C", "C", "O", "O", "H", "H", "H", "H", "H", "H", "C", "C", "O", "O", "H", "H", "H", "H", "H", "H", "C", "C", "O", "O", "H", "H", "H", "H", "H", "H", "C", "C", "O", "O", "H", "H", "H", "H", "H", "H", "C", "C", "O", "O", "H", "H", "H", "H", "H", "H", "C", "C", "O", "O", "H", "H", "H", "H", "H", "H", "C", "C", "O", "O", "H", "H", "H", "H", "H", "H", "C", "C", "O", "O", "H", "H", "H", "H", "H", "H", "C", "C", "O", "O", "H", "H", "H", "H", "H", "H"],
  "positions_angstrom": [[2.76, -0.05, 0.32], [1.43, -0.14, -0.31], [3.08, 1.39, 0.42], [2.74, -0.74, 1.73], [2.50, -2.05, 1.79], [3.94, -0.56, 2.13], [1.90, -0.13, 2.52], [0.80, -1.43, -0.37], [0.07, -1.60, -1.79], [-0.69, -2.37, -1.63], [-0.49, -0.72, -2.10], [0.79, -1.79, -2.59], [-0.06, -1.47, 0.31], [1.45, -2.28, -0.18], [3.50, -0.67, -0.20], [-5.97, -1.24, -6.14], [-5.60, -0.52, -7.46], [-6.54, -0.76, -8.37], [-6.81, -0.47, -5.25], [-5.04, -1.54, -5.66], [-6.31, -2.26, -6.32], [-4.55, -0.70, -7.67], [-5.54, 0.55, -7.27], [-7.37, -0.71, -7.89], [-6.39, -0.57, -4.38], [8.11, 0.04, 8.82], [7.26, 1.22, 8.67], [7.80, 2.38, 8.15], [7.49, -0.98, 9.62], [9.03, 0.30, 9.34], [8.33, -0.40, 7.85], [6.69, 1.57, 9.54], [6.50, 0.87, 7.98], [7.06, 2.97, 8.03], [6.71, -1.32, 9.18], [1.36, 5.30, 9.94], [1.55, 4.25, 8.73], [2.50, 4.66, 7.72], [0.83, 6.51, 9.48], [2.35, 5.34, 10.41], [0.63, 4.83, 10.59], [0.86, 3.71, 8.09], [2.10, 3.40, 9.14], [1.93, 4.58, 6.95], [1.49, 6.78, 8.83], [-4.20, -5.57, 4.07], [-4.62, -4.68, 5.31], [-4.15, -3.51, 4.88], [-4.82, -5.29, 2.80], [-4.40, -6.61, 4.33], [-3.13, -5.47, 3.89], [-4.17, -4.72, 6.30], [-5.71, -4.72, 5.28], [-4.32, -3.55, 3.93], [-4.67, -5.94, 2.12], [2.11, 2.40, -6.24], [1.91, 2.95, -7.63], [1.15, 2.25, -8.51], [3.14, 3.04, -5.41], [2.44, 1.37, -6.32], [1.10, 2.25, -5.88], [2.89, 3.16, -8.05], [1.44, 3.91, -7.43], [0.21, 2.23, -8.29], [2.87, 2.92, -4.49], [-1.96, -9.20, -1.73], [-0.87, -8.12, -1.88], [-0.23, -7.80, -0.64], [-3.15, -8.73, -1.15], [-1.61, -10.11, -1.25], [-2.19, -9.57, -2.72], [-1.21, -7.23, -2.42], [-0.18, -8.56, -2.60], [-0.77, -7.17, -0.15], [-3.89, -8.66, -1.75], [-1.95, 4.95, 1.03], [-0.85, 5.76, 1.74], [-0.08, 4.84, 2.55], [-1.35, 4.34, -0.04], [-2.86, 5.53, 0.89], [-2.32, 4.07, 1.55], [-1.28, 6.57, 2.33], [-0.18, 6.25, 1.03], [0.60, 4.54, 1.94], [-0.72, 3.67, 0.24], [7.94, 8.56, -0.04], [7.20, 7.25, 0.45], [5.85, 7.50, 0.51], [7.87, 8.56, -1.44], [9.00, 8.38, 0.16], [7.69, 9.51, 0.43], [7.58, 6.87, 1.39], [7.14, 6.41, -0.23], [5.45, 6.64, 0.39], [7.00, 8.59, -1.84], [-0.66, -4.97, -9.15], [0.00, -5.86, -10.21], [-0.90, -6.52, -11.01], [-1.40, -5.64, -8.17], [-1.22, -4.16, -9.63], [0.06, -4.35, -8.61], [0.68, -6.55, -9.71], [0.72, -5.34, -10.84], [-0.40, -7.30, -11.26], [-1.84, -6.33, -8.68], [-7.32, 0.85, 2.15], [-6.30, 0.25, 1.16], [-6.78, -0.86, 0.41], [-8.41, 1.64, 1.63], [-6.72, 1.41, 2.86], [-7.65, 0.01, 2.76], [-5.42, 0.06, 1.78], [-5.89, 1.00, 0.47], [-6.55, -1.64, 0.91], [-8.94, 1.11, 1.03]]
}

***

6.
{
  "formula": "CHBrCl2O",
  "method": "wB97M-V/def2-TZVPD",
  "smiles": "O=C(Cl)Cl.Br",
  "energy_ha": -3608.340031,
  "e_above_lowest_kcal_mol": 2.1,
  "e_homo_ev": -11.10,
  "elements": ["O", "C", "Cl", "Cl", "Br", "H"],
  "positions_angstrom": [[-1.49, 0.04, -1.27], [-0.65, -0.66, -0.88], [0.92, -0.81, -1.68], [-0.74, -1.66, 0.50], [1.57, 1.83, 2.01], [0.40, 1.26, 1.32]]
}

***

7.
{
  "formula": "C36H84AsF6N4NaO4Sn",
  "method": "wB97M-V/def2-TZVPD",
  "energy_ha": -5152.822250,
  "charge": 2,
  "e_homo_ev": -11.52,
  "elements": ["Na", "Sn", "As", "F", "F", "F", "F", "F", "F", "C", "C", "N", "C", "C", "C", "C", "H", "H", "H", "H", "H", "H", "H", "H", "H", "H", "H", "H", "H", "H", "H", "C", "C", "N", "C", "C", "C", "C", "H", "H", "H", "H", "H", "H", "H", "H", "H", "H", "H", "H", "H", "H", "H", "C", "C", "N", "C", "C", "C", "C", "H", "H", "H", "H", "H", "H", "H", "H", "H", "H", "H", "H", "H", "H", "H", "C", "C", "N", "C", "C", "C", "C", "H", "H", "H", "H", "H", "H", "H", "H", "H", "H", "H", "H", "H", "H", "H", "C", "C", "O", "C", "H", "H", "H", "H", "H", "H", "C", "C", "O", "C", "H", "H", "H", "H", "H", "H", "C", "C", "O", "C", "H", "H", "H", "H", "H", "H", "C", "C", "O", "C", "H", "H", "H", "H", "H", "H"],
  "positions_angstrom": [[-5.81, -2.56, -0.14], [5.84, 5.09, 0.48], [-0.03, 0.85, 0.40], [0.16, -0.36, 1.66], [-1.61, 0.08, 0.01], [-0.28, 2.08, -0.88], [1.52, 1.66, 0.79], [0.73, -0.20, -0.79], [-0.89, 1.98, 1.53], [11.07, 2.98, 5.28], [9.83, 3.27, 4.35], [9.40, 2.20, 3.43], [8.76, 1.13, 4.24], [8.01, 0.17, 3.35], [10.42, 1.63, 2.53], [11.23, 2.65, 1.73], [11.95, 2.72, 4.70], [10.90, 2.13, 5.94], [11.34, 3.85, 5.89], [8.96, 3.60, 4.92], [10.10, 4.16, 3.77], [9.42, 0.54, 4.88], [8.07, 1.63, 4.90], [7.48, 0.70, 2.56], [8.64, -0.56, 2.85], [7.17, -0.31, 3.86], [9.87, 1.06, 1.78], [11.02, 0.92, 3.09], [10.56, 3.31, 1.17], [11.94, 2.20, 1.04], [11.83, 3.32, 2.35], [-10.43, -0.68, -0.53], [-9.74, 0.59, -0.08], [-8.33, 0.72, -0.48], [-7.62, 1.88, 0.12], [-7.57, 1.91, 1.66], [-8.42, 0.86, -1.95], [-7.11, 1.16, -2.65], [-10.72, -0.53, -1.57], [-11.31, -0.83, 0.10], [-9.80, -1.56, -0.41], [-10.26, 1.49, -0.40], [-9.81, 0.60, 1.01], [-6.60, 1.84, -0.26], [-8.01, 2.80, -0.31], [-7.49, 0.90, 2.07], [-6.79, 2.57, 2.02], [-8.55, 2.21, 2.05], [-9.12, 1.61, -2.30], [-8.70, -0.10, -2.39], [-6.72, 2.15, -2.40], [-7.31, 1.10, -3.72], [-6.29, 0.47, -2.46], [0.56, -6.17, -3.74], [0.87, -6.07, -5.30], [-0.10, -5.34, -6.10], [-0.13, -3.93, -5.57], [-1.09, -3.05, -6.33], [0.44, -5.29, -7.48], [0.57, -6.64, -8.14], [-0.45, -6.40, -3.43], [0.76, -5.25, -3.19], [1.23, -6.97, -3.43], [1.89, -5.79, -5.54], [0.81, -7.09, -5.69], [-0.50, -3.96, -4.54], [0.85, -3.48, -5.40], [-0.75, -2.78, -7.33], [-2.07, -3.49, -6.49], [-1.25, -2.15, -5.73], [1.35, -4.70, -7.44], [-0.22, -4.68, -8.11], [0.79, -6.55, -9.20], [-0.32, -7.27, -8.07], [1.48, -7.11, -7.78], [-7.38, -5.24, 4.08], [-5.98, -5.71, 3.82], [-5.00, -4.60, 3.77], [-4.99, -3.87, 5.07], [-3.92, -2.76, 5.14], [-3.68, -5.02, 3.34], [-3.03, -6.11, 4.26], [-7.56, -4.83, 5.08], [-8.09, -6.06, 3.96], [-7.65, -4.46, 3.38], [-5.65, -6.36, 4.61], [-5.93, -6.25, 2.87], [-4.85, -4.60, 5.86], [-5.96, -3.37, 5.17], [-3.98, -2.12, 4.25], [-2.93, -3.21, 5.18], [-4.01, -2.11, 6.01], [-3.77, -5.43, 2.34], [-2.99, -4.19, 3.18], [-2.85, -5.62, 5.21], [-3.55, -7.06, 4.42], [-2.04, -6.28, 3.84], [-2.71, 8.86, -2.58], [-3.39, 8.60, -1.26], [-4.41, 9.25, -0.99], [-2.77, 7.51, -0.41], [-2.22, 7.94, -2.89], [-1.97, 9.64, -2.43], [-3.35, 9.29, -3.35], [-1.69, 7.61, -0.28], [-2.88, 6.61, -1.01], [-3.30, 7.42, 0.54], [1.70, 3.74, -6.25], [2.46, 4.80, -5.53], [3.11, 4.48, -4.56], [2.36, 6.23, -6.08], [0.63, 3.97, -6.21], [1.92, 2.76, -5.85], [2.15, 3.80, -7.24], [2.83, 6.26, -7.06], [2.91, 6.94, -5.46], [1.34, 6.58, -6.20], [2.98, 2.57, 8.63], [1.53, 3.08, 8.80], [1.05, 3.39, 9.89], [0.66, 3.03, 7.59], [3.40, 2.49, 9.63], [3.52, 3.32, 8.07], [2.94, 1.57, 8.20], [-0.37, 3.26, 7.87], [0.62, 1.98, 7.31], [0.99, 3.69, 6.79], [6.18, -0.92, -4.95], [6.26, -0.97, -3.41], [6.57, 0.00, -2.74], [5.78, -2.21, -2.70], [6.93, -1.56, -5.42], [6.25, 0.11, -5.28], [5.20, -1.28, -5.25], [6.47, -3.04, -2.85], [4.81, -2.46, -3.11], [5.68, -2.04, -1.63]]
}

***

8.
{
  "formula": "C4H6O2S",
  "method": "wB97M-V/def2-TZVPD",
  "energy_ha": -704.579662,
  "e_above_lowest_kcal_mol": 62.7,
  "e_homo_ev": -8.69,
  "elements": ["C", "C", "C", "C", "O", "O", "S", "H", "H", "H", "H", "H", "H"],
  "positions_angstrom": [[0.73, -1.56, 2.05], [0.50, -0.34, 0.20], [-1.11, 1.25, -0.99], [0.15, 1.04, -0.24], [-0.38, -1.41, 2.32], [1.77, -1.94, 1.82], [0.29, -1.52, -1.00], [-1.72, 0.57, -0.48], [-1.03, 0.92, -2.01], [-1.58, 2.26, -1.11], [0.22, 1.78, 0.67], [1.02, 1.31, -0.89], [1.15, -2.36, -0.34]]
}

***

9.
{
  "formula": "C4H3N3O2",
  "method": "wB97M-V/def2-TZVPD",
  "smiles": "C#[N+][O-].N#CC(O)C#N",
  "energy_ha": -468.787529,
  "e_above_lowest_kcal_mol": 102.1,
  "e_homo_ev": -10.56,
  "elements": ["C", "N", "O", "H", "N", "C", "C", "O", "C", "N", "H", "H"],
  "positions_angstrom": [[0.16, 1.13, -2.27], [1.26, 1.54, -2.09], [2.32, 1.88, -1.73], [-0.77, 1.09, -2.71], [-2.52, 0.22, -1.03], [-1.84, -0.69, -1.16], [-0.89, -1.84, -1.10], [0.39, -1.40, -1.28], [-1.19, -2.43, 0.25], [-1.43, -2.86, 1.29], [-1.03, -2.46, -2.04], [0.76, -0.51, -0.87]]
}

***

10.
{
  "formula": "C11H25AsS5W",
  "method": "wB97M-V/def2-TZVPD",
  "energy_ha": -4726.347671,
  "charge": 4,
  "e_above_lowest_kcal_mol": 22.1,
  "e_homo_ev": [-22.41, -22.34],
  "elements": ["W", "C", "C", "S", "C", "C", "S", "C", "C", "S", "C", "C", "S", "H", "H", "H", "H", "H", "H", "H", "H", "H", "H", "H", "H", "H", "H", "H", "H", "C", "As", "C", "C", "S", "H", "H", "H", "H", "H", "H", "H", "H", "H"],
  "positions_angstrom": [[0.12, -0.05, -0.27], [-2.44, -0.69, -2.19], [-3.12, -0.96, -0.86], [-1.95, -1.26, 0.53], [-1.33, -2.98, 0.21], [-0.03, -3.23, 0.95], [1.31, -2.08, 0.48], [1.88, -2.70, -1.16], [2.71, -1.65, -1.87], [1.90, -0.02, -2.07], [0.76, -0.27, -3.51], [-0.31, 0.80, -3.51], [-1.38, 0.81, -2.02], [-3.21, -0.48, -2.94], [-1.84, -1.53, -2.55], [-3.80, -1.81, -0.92], [-3.70, -0.10, -0.53], [-1.25, -3.12, -0.87], [-2.10, -3.67, 0.58], [0.32, -4.25, 0.78], [-0.15, -3.10, 2.02], [1.01, -3.04, -1.74], [2.50, -3.58, -0.96], [3.00, -2.01, -2.87], [3.63, -1.44, -1.33], [0.36, -1.29, -3.48], [1.36, -0.17, -4.42], [-0.95, 0.71, -4.39], [0.13, 1.80, -3.52], [-1.31, 2.40, 3.13], [0.53, 2.76, 2.66], [1.79, 1.97, 3.88], [0.82, 4.66, 2.51], [1.01, 1.91, 0.59], [-1.43, 2.77, 4.15], [-1.54, 1.34, 3.11], [-1.98, 2.97, 2.48], [1.56, 2.40, 4.86], [2.81, 2.26, 3.60], [1.70, 0.89, 3.93], [0.70, 5.05, 3.53], [0.08, 5.12, 1.86], [1.83, 4.88, 2.17]]
}

***

11.
{
  "formula": "C5H8O",
  "method": "wB97M-V/def2-TZVPD",
  "energy_ha": -270.369378,
  "e_above_lowest_kcal_mol": 118.3,
  "e_homo_ev": -8.67,
  "elements": ["C", "C", "C", "C", "C", "O", "H", "H", "H", "H", "H", "H", "H", "H"],
  "positions_angstrom": [[2.05, -0.21, -1.39], [0.91, -0.77, -1.80], [-1.34, 0.03, -0.30], [-1.06, -0.20, 1.15], [-0.81, 1.30, 1.24], [-1.35, 1.36, -0.10], [2.36, 0.77, -1.73], [2.72, -0.72, -0.71], [0.59, -1.75, -1.45], [0.23, -0.26, -2.47], [-0.53, -1.00, 1.68], [-2.16, -0.41, 1.15], [-1.36, 1.89, 1.97], [0.24, 1.63, 1.21]]
}